No. 1
The following is a quantum chemistry calculation of C2H12F6HfO16S3 as an isolated structure, from the OMol25 dataset.

Output
multiplicity: 1
total charge: 0
energy above the lowest of the compared OMol25 structures with the same formula, charge and spin: 225.8 kJ/mol
energy: -85149.168 eV

Atoms and positions in Å:
Hf 0.80506 0.67835 0.31434
S -0.21722 3.37251 1.44960
O 0.90588 2.96377 0.56125
O -0.75423 2.01922 1.29858
O 0.26909 3.59215 2.78262
O -1.05282 4.45838 0.93934
C -3.15565 -2.45324 1.14812
F -3.81356 -2.99001 2.16208
F -2.34251 -3.35412 0.61650
F -4.07617 -2.07457 0.22718
S -2.15018 -0.87784 1.75388
O -3.14205 0.20095 1.91919
O -1.55042 -1.28882 3.00640
O -1.10354 -0.50503 0.75717
C -1.71183 -1.47615 -3.15574
F -2.40736 -1.62322 -2.01991
F -1.99165 -2.47243 -4.01356
F -1.81562 -0.28908 -3.74187
S 0.13088 -1.77332 -2.58524
O 0.30825 -3.22279 -2.30130
O 0.83340 -1.28520 -3.74870
O 0.35954 -0.90395 -1.40469
O 0.94732 0.69306 2.78820
H 0.55724 1.40516 3.29515
H 1.46200 0.19843 3.42589
O 2.99081 1.21475 1.11229
H 3.83461 1.52610 0.78473
H 3.04167 1.33649 2.06034
O 2.84220 -0.43769 -0.86918
H 3.38303 -0.34632 -1.65364
H 3.23952 -1.16279 -0.38690
O 1.54406 -1.36623 1.19395
H 1.41764 -2.25739 0.86824
H 2.16055 -1.46128 1.92000
O -1.08858 1.37223 -1.18542
H -1.93455 1.39974 -0.73840
H -1.26154 1.74574 -2.04959
O 1.47353 1.72377 -1.79912
H 1.11862 2.48538 -2.25761
H 1.94460 1.23527 -2.47417


No. 2
The following is a quantum chemistry calculation of C2H12LiO6 as an isolated structure, from the OMol25 dataset.

Output
multiplicity: 1
total charge: -1
energy above the lowest of the compared OMol25 structures with the same formula, charge and spin: 1005.6 kJ/mol
energy: -14749.581 eV

Atoms and positions in Å:
Li -0.44529 0.08023 0.16916
O 2.79346 0.35635 -1.42712
C 2.25523 1.00551 -0.31382
C 0.71684 1.58692 -0.37652
O -0.28657 0.87771 -0.93711
H 2.96262 1.80058 -0.07810
H 2.40955 0.52454 0.65208
H 0.68818 2.51706 -0.94407
H 0.38884 2.00702 0.57429
O -0.42730 -0.31096 1.52666
H 0.38450 -0.46036 2.01133
H -1.12021 -0.57558 2.13171
O -1.88391 -2.00737 -0.91470
H -1.70533 -2.85445 -0.50632
H -1.51761 -1.36563 -0.30622
O -1.85977 0.14839 -0.20495
H -2.61478 0.08423 0.37993
H -1.78235 1.08329 -0.39520
O 0.29214 -1.18088 -0.12760
H 0.60309 -1.22190 -1.03196
H 0.14867 -2.09470 0.11853